(1)
Below is C28H43BrMgN2P2 as an isolated structure, with properties calculated with ωB97M-V with the def2-TZVPD basis set.

Output
Gap between HOMO and LUMO (alpha / beta), eV: 3.63 / 3.60
Charge: +2
Highest occupied orbital energy (alpha / beta), eV: -11.52 / -11.52
M, g/mol: 573.8
Strongest force on any atom, hartree/bohr: 0.0658
Energy, eV: -126760.5366
LUMO level (alpha / beta), hartree: -0.2899 / -0.2908

XYZ file:
```
77
C28H43BrMgN2P2 (ωB97M-V with the def2-TZVPD basis set)
C -1.281 6.784 -4.761
C -1.568 5.417 -4.871
C -1.742 4.845 -6.136
C -1.438 5.605 -7.262
N -1.093 6.884 -7.138
C -0.992 7.473 -5.950
C -1.538 4.493 -3.746
C -0.954 3.410 -3.395
C -0.135 2.362 -2.890
C 1.064 2.681 -2.218
C 1.713 1.692 -1.505
C 1.406 0.354 -1.720
C 0.188 -0.004 -2.410
C -0.642 1.059 -2.892
Mg -2.464 3.521 -2.077
P 2.758 -0.833 -1.595
H -2.023 3.794 -6.202
H -1.232 7.277 -3.794
H -1.482 5.137 -8.247
H -0.671 8.516 -5.913
H -1.701 0.859 -3.142
H 1.371 3.738 -2.201
H 0.185 -0.934 -3.011
H 2.472 2.000 -0.782
C 2.269 -2.030 -0.342
C 2.878 -3.419 -0.432
H 1.163 -2.095 -0.421
H 2.464 -1.542 0.624
H 2.864 -3.883 0.560
H 2.285 -4.063 -1.095
H 3.913 -3.405 -0.793
C 3.032 -1.612 -3.218
C 3.492 -0.647 -4.320
H 2.080 -2.090 -3.494
H 3.759 -2.432 -3.098
H 3.462 -1.165 -5.287
H 2.836 0.229 -4.380
H 4.525 -0.305 -4.157
C 4.286 -0.008 -1.065
C 5.517 -0.857 -0.719
H 3.995 0.588 -0.184
H 4.544 0.706 -1.863
H 6.303 -0.182 -0.357
H 5.318 -1.581 0.080
H 5.922 -1.381 -1.593
Br -0.807 -0.980 -0.544
P -2.698 -2.771 -4.046
C -0.920 -3.114 -3.706
C -0.522 -4.591 -3.824
H -0.731 -2.726 -2.687
H -0.352 -2.520 -4.445
H 0.572 -4.680 -3.842
H -0.884 -5.186 -2.983
H -0.908 -5.027 -4.756
C -3.622 -2.714 -2.457
C -4.946 -3.478 -2.611
H -3.788 -1.653 -2.219
H -2.986 -3.160 -1.678
H -5.425 -3.607 -1.637
H -5.643 -2.940 -3.260
H -4.772 -4.470 -3.040
C -2.806 -1.092 -4.739
C -3.245 -1.193 -6.208
H -1.818 -0.616 -4.655
H -3.541 -0.545 -4.127
H -3.517 -0.202 -6.586
H -2.425 -1.580 -6.825
H -4.108 -1.860 -6.327
C 0.273 1.868 2.505
C -0.650 3.068 2.206
C -1.145 3.179 0.846
N -1.641 3.343 -0.196
H -0.259 0.925 2.361
H 0.633 1.901 3.536
H 1.147 1.877 1.847
H -1.524 3.024 2.864
H -0.114 4.003 2.430
```



(2)
Below is a 4-piece molecular cluster, C28H43Cl8FN3OP overall, with properties calculated with ωB97M-V with the def2-TZVPD basis set.

Output
Gap between HOMO and LUMO, eV: 8.47
Charge: 0
Highest occupied orbital energy, eV: -8.88
M, g/mol: 771.3
Strongest force on any atom, hartree/bohr: 0.0208
Energy, eV: -148438.7842
LUMO level, hartree: -0.0152

XYZ file:
```
85
C28H43Cl8FN3OP (ωB97M-V with the def2-TZVPD basis set)
C -3.158 -1.638 -3.478
C -2.422 -2.298 -2.314
C -0.928 -1.880 -2.301
C 0.014 -2.983 -2.851
C -0.434 -1.331 -0.972
C -0.070 0.084 -0.838
C -0.377 1.030 -1.984
C -0.800 2.439 -1.576
C 0.656 0.976 -3.126
C 1.864 1.899 -3.066
C 0.529 0.494 0.309
C 0.975 1.869 0.603
Cl 2.582 2.271 0.116
C 0.265 2.730 1.318
C 0.613 4.116 1.732
Cl -1.247 2.200 1.941
C 0.744 -0.407 1.385
N 1.363 0.051 2.518
C 1.548 -0.777 3.496
C 2.225 -0.279 4.742
F 3.145 0.704 4.384
C 1.241 0.295 5.749
C 1.676 0.034 7.183
C 1.106 -2.129 3.411
N 1.271 -2.970 4.546
N 0.523 -2.585 2.348
C 0.313 -1.729 1.299
C -0.280 -2.187 0.094
P -0.734 -3.943 0.067
O 0.260 -4.863 -0.542
H -3.276 -0.572 -3.311
H -4.129 -2.093 -3.650
H -2.584 -1.777 -4.393
H -2.486 -3.372 -2.463
H -2.919 -2.023 -1.386
H -0.861 -1.114 -3.040
H 0.199 -2.803 -3.907
H -0.435 -3.967 -2.765
H 0.960 -3.006 -2.326
H -1.272 0.630 -2.424
H -1.353 2.882 -2.400
H -1.494 2.375 -0.742
H 0.024 3.094 -1.316
H 0.082 1.204 -4.025
H 0.980 -0.057 -3.234
H 2.218 2.074 -4.081
H 1.636 2.871 -2.644
H 2.692 1.431 -2.544
H 0.866 4.109 2.792
H 1.459 4.509 1.186
H -0.257 4.755 1.627
H 2.804 -1.074 5.204
H 0.245 -0.102 5.573
H 1.213 1.368 5.572
H 1.096 0.614 7.890
H 1.581 -1.025 7.412
H 2.725 0.294 7.304
H 0.560 -3.691 4.499
H 2.169 -3.439 4.518
H -0.990 -4.257 1.399
H -2.011 -3.985 -0.508
Cl 3.934 -1.296 -0.952
C 4.117 -1.513 0.806
C 5.084 -0.530 1.410
Cl 6.766 -0.840 0.896
H 4.425 -2.541 0.981
H 3.135 -1.355 1.244
H 5.058 -0.612 2.495
H 4.831 0.489 1.132
Cl -6.644 -0.975 -0.111
C -6.089 -0.971 1.582
C -5.039 0.078 1.833
Cl -3.495 -0.288 1.019
H -5.718 -1.965 1.813
H -6.959 -0.766 2.202
H -4.826 0.128 2.900
H -5.365 1.057 1.493
Cl -0.033 5.036 -4.680
C 0.084 3.818 -5.975
C -1.272 3.370 -6.457
Cl -2.140 2.447 -5.204
H 0.659 2.982 -5.587
H 0.633 4.273 -6.798
H -1.156 2.715 -7.319
H -1.896 4.214 -6.737
```